Entry 1:
{
  "formula": "C23H34N6O2",
  "method": "ωB97M-V/def2-TZVPD",
  "species": ["C", "C", "C", "N", "C", "H", "H", "H", "H", "H", "C", "C", "C", "N", "C", "H", "H", "H", "H", "H", "C", "C", "C", "N", "C", "H", "H", "H", "H", "H", "C", "C", "C", "N", "C", "H", "H", "H", "H", "H", "C", "C", "C", "N", "C", "H", "H", "H", "H", "H", "N", "C", "C", "O", "C", "O", "H", "H", "H", "H", "H", "H", "H", "H", "H"],
  "coordinates": [[-4.12141, -1.75605, -3.78678], [-4.00569, -3.06813, -4.32203], [-3.76589, -3.91790, -3.27591], [-3.73051, -3.17002, -2.13184], [-3.94801, -1.85263, -2.43252], [-4.31444, -0.84842, -4.33337], [-4.09099, -3.35403, -5.35669], [-3.61842, -4.98354, -3.24863], [-3.57507, -3.53694, -1.21049], [-3.96957, -1.10063, -1.66185], [4.41050, -2.66938, 5.19955], [4.94475, -1.35171, 5.22279], [3.91481, -0.48926, 4.95861], [2.78204, -1.23434, 4.77876], [3.07393, -2.56273, 4.92241], [4.94645, -3.58852, 5.36642], [5.96732, -1.07075, 5.41076], [3.89230, 0.58421, 4.88406], [1.87207, -0.86390, 4.56701], [2.31057, -3.31404, 4.81561], [-4.20747, 1.51513, 2.78769], [-3.67397, 2.82653, 2.66058], [-2.96052, 2.86557, 1.49426], [-3.04271, 1.62955, 0.90717], [-3.80188, 0.80143, 1.69341], [-4.81863, 1.14021, 3.59095], [-3.79985, 3.64576, 3.34776], [-2.42090, 3.67128, 1.02552], [-2.62312, 1.37319, 0.03127], [-3.98932, -0.21891, 1.40403], [2.13938, 3.70598, -1.01030], [1.83256, 4.89042, -0.28605], [0.70452, 4.64108, 0.44777], [0.31857, 3.35296, 0.19450], [1.18796, 2.77566, -0.69223], [2.96533, 3.55528, -1.68521], [2.37870, 5.81842, -0.30271], [0.14938, 5.26546, 1.12667], [-0.48072, 2.90144, 0.59837], [1.05774, 1.75829, -1.02047], [3.30198, 2.09875, -4.57097], [3.84496, 3.40675, -4.69866], [4.57560, 3.43351, -5.85579], [4.49383, 2.19472, -6.43004], [3.72076, 1.37499, -5.65468], [2.67551, 1.73306, -3.77454], [3.71276, 4.23218, -4.01938], [5.14170, 4.22434, -6.31653], [4.93665, 1.92684, -7.28925], [3.53453, 0.35362, -5.93813], [-3.05788, -3.66533, 1.78609], [-1.74020, -4.00590, 1.25116], [-0.99793, -2.88605, 0.51148], [0.30977, -2.70248, 1.04086], [0.59797, -1.41570, 1.49198], [-0.30456, -0.97308, 2.48506], [-3.55584, -2.99723, 1.21199], [-2.97847, -3.27894, 2.71682], [-1.10232, -4.29935, 2.08548], [-1.82276, -4.88011, 0.59945], [-1.58307, -1.96189, 0.56565], [-0.88589, -3.14025, -0.54736], [1.59043, -1.46555, 1.93783], [0.62757, -0.70657, 0.65276], [-0.92491, -0.36633, 2.07991]],
  "homo_ev": -8.192,
  "spin_multiplicity": 1,
  "e_above_lowest_kcal_mol": 76.83,
  "gap_ha": 0.3062,
  "e_tot_ha": -1375.73703
}

---

Entry 2:
{
  "formula": "C23H34NO3S2SbSeTi",
  "method": "ωB97M-V/def2-TZVPD",
  "species": ["Ti", "C", "C", "C", "C", "C", "C", "C", "H", "H", "H", "H", "H", "H", "H", "H", "C", "C", "S", "C", "C", "S", "H", "H", "H", "H", "H", "H", "C", "C", "Sb", "C", "C", "C", "C", "H", "H", "H", "H", "H", "H", "H", "H", "H", "H", "H", "H", "H", "H", "H", "Se", "C", "C", "C", "C", "C", "C", "H", "H", "H", "H", "H", "O", "N", "O", "O"],
  "coordinates": [[1.01170, -0.47103, -0.29496], [-2.61192, 2.63101, -2.02277], [-1.70247, 1.56622, -2.57356], [-0.73378, 1.87450, -3.52428], [0.16641, 0.92067, -3.96734], [0.11483, -0.37128, -3.46107], [-0.85975, -0.69898, -2.52853], [-1.76972, 0.26348, -2.10173], [-3.30376, 3.00735, -2.78245], [-2.02745, 3.47600, -1.65248], [-3.19742, 2.24553, -1.18794], [-0.65602, 2.89501, -3.88742], [0.94271, 1.19310, -4.67163], [0.84650, -1.11135, -3.75631], [-0.95715, -1.71692, -2.16806], [-2.49766, 0.00105, -1.34262], [1.10902, -2.33403, 4.10628], [0.71695, -1.84097, 2.73141], [1.83047, -0.73641, 1.95373], [-0.46344, -2.19300, 2.19005], [-1.43201, -3.08682, 2.92780], [-0.97773, -1.60434, 0.61600], [2.12061, -2.01241, 4.35142], [1.07852, -3.42750, 4.16622], [0.43669, -1.95156, 4.88440], [-1.85085, -2.58939, 3.81168], [-0.95068, -4.00769, 3.27672], [-2.26127, -3.36822, 2.27916], [-2.63198, 0.92475, 4.19045], [-2.34823, 2.23991, 3.46313], [-0.50961, 2.08129, 2.26844], [-0.51868, 4.23817, 1.98040], [0.29985, 4.73360, 0.79110], [0.67914, 2.18182, 4.06883], [2.10625, 2.66254, 3.82564], [-3.58295, 0.92789, 4.73728], [-1.84382, 0.69829, 4.91479], [-2.65678, 0.08707, 3.48709], [-2.25320, 3.07169, 4.17074], [-3.16946, 2.48175, 2.78029], [-0.17014, 4.68580, 2.91767], [-1.57384, 4.51022, 1.86729], [1.35205, 4.46813, 0.89277], [0.21411, 5.82071, 0.66423], [-0.02370, 4.25352, -0.13576], [0.68302, 1.17513, 4.49536], [0.14101, 2.84193, 4.75910], [2.61264, 2.01282, 3.11203], [2.68821, 2.69233, 4.75511], [2.11619, 3.66913, 3.39660], [2.17809, -2.56634, -1.27599], [0.80743, -3.87412, -1.55111], [0.31688, -4.18117, -2.81983], [-0.65323, -5.16173, -3.00519], [-1.15469, -5.86435, -1.91965], [-0.67851, -5.56633, -0.64629], [0.28342, -4.58599, -0.46578], [0.70368, -3.63972, -3.67574], [-1.01794, -5.37206, -4.00519], [-1.91172, -6.62783, -2.06023], [-1.07190, -6.09249, 0.21692], [0.63026, -4.33450, 0.52926], [2.20746, 2.12971, 0.71746], [1.82833, 1.25045, -0.14019], [2.70719, 0.53800, -0.91823], [0.62487, 1.41377, -0.80808]],
  "total_charge": -2,
  "homo_ev": -0.791,
  "spin_multiplicity": 1,
  "e_above_lowest_kcal_mol": 9.58,
  "gap_ha": 0.2054,
  "e_tot_ha": -5464.77974
}